Entry 1:
Entry from OMol25: C5H8N4S in the gas phase in a non-equilibrium geometry (ωB97M-V with the def2-TZVPD basis set).

HOMO in eV: -8.32
Max |F| in eV/Å: 4.402
Kohn-Sham gap in eV: 9.104
LUMO level in Eh: 0.0287
SMILES string: [H]/N=C(/N)N(C)c1nccs1

The geometry in XYZ format:
```
18
Properties=species:S:1:pos:R:3:forces:R:3
H 0.30898 -2.43584 0.68627 -0.7732 -0.0338 0.5235
N -0.69523 -2.44202 0.48909 0.8591 -0.4882 -0.3604
C -1.13482 -1.31264 0.11110 1.6417 0.0353 0.9935
N -2.42421 -1.23403 -0.26024 -0.7003 -2.0024 1.8249
N -0.35280 -0.10185 0.17138 0.2726 -0.3545 -0.7584
C -0.85572 1.29215 0.06141 -0.7933 -3.2065 -2.9100
C 1.02876 -0.10504 0.05564 0.7907 -1.1371 0.1492
N 1.72674 0.97309 0.18827 0.0644 1.0005 0.4660
C 3.07260 0.75636 0.19164 1.9473 1.0161 -0.1330
C 3.50387 -0.50483 -0.06225 0.0389 -1.2044 0.4006
S 2.07877 -1.48322 -0.21402 -0.2435 -0.3892 -0.1930
H -3.06368 -1.99361 0.05525 1.0812 1.1497 -0.7403
H -2.71572 -0.50163 -0.78902 -1.3315 2.1984 -1.5225
H -0.74078 1.51593 -1.04883 -0.2960 0.8035 1.7155
H -1.83863 1.22816 0.42360 -1.7240 0.2452 -0.1152
H -0.34830 1.81514 0.77344 1.6965 2.0233 1.1164
H 3.79165 1.61211 0.38565 -1.2258 -1.0820 -0.3023
H 4.47786 -1.08667 -0.02018 -1.3047 1.4262 -0.1545
```
Forces are in eV/Å.

Entry 2:
Entry from OMol25: C13H15P in the gas phase in a non-equilibrium geometry (ωB97M-V with the def2-TZVPD basis set).

HOMO in eV: -8.34
Max |F| in eV/Å: 4.041
Kohn-Sham gap in eV: 8.992
LUMO level in Eh: 0.0241
SMILES string: C=C1C(C)=CP(c2ccccc2)[C@H]1C

The geometry in XYZ format:
```
29
Properties=species:S:1:pos:R:3:forces:R:3
C 1.58810 -0.30355 -1.61662 1.8220 -2.9223 -2.1143
C 1.17662 0.03091 -0.41484 0.2912 0.1197 0.0019
C 1.36292 -0.85113 0.73018 -1.1380 -0.0086 0.9009
C 2.29286 -2.02283 0.61415 -1.1424 -0.5501 -0.1203
C 0.64116 -0.39572 1.77246 0.6987 -0.4984 -1.4845
P -0.29826 1.07335 1.58875 -1.5537 0.7437 -1.6447
C -1.80316 0.39849 0.67920 0.4425 -1.9177 2.7762
C -2.11164 -0.99937 0.77164 0.3848 2.2245 -1.2872
C -3.19126 -1.39421 0.02200 -0.1241 -3.7483 0.3231
C -4.01297 -0.55340 -0.67551 -0.2060 1.2759 0.0905
C -3.81659 0.83340 -0.51612 -1.3023 -1.1950 -0.9985
C -2.74566 1.26781 0.15229 1.9564 2.3907 1.6100
C 0.53696 1.32694 -0.03481 2.9209 0.1890 2.2781
C 1.64329 2.36570 0.17590 2.2615 -1.0691 -0.6517
H 1.59534 0.23485 -2.56502 -0.5014 0.3485 0.5513
H 2.09670 -1.37516 -1.78820 -1.2389 2.7477 0.2515
H 2.34863 -2.20660 -0.49574 0.4977 -0.5298 1.7423
H 2.04122 -2.95597 1.21781 0.1155 1.3487 -0.8611
H 3.18508 -1.57838 1.01343 1.0674 -0.3768 -0.1488
H 0.48347 -0.87905 2.65395 0.2132 -1.6728 2.4628
H -1.53610 -1.82445 1.18619 0.3493 0.8079 0.2960
H -3.28279 -2.55660 0.06464 -0.5548 2.1838 -0.6371
H -4.79170 -0.92796 -1.29594 -0.5758 -0.2457 -0.2468
H -4.44442 1.63026 -0.86522 -0.7173 -0.3064 -0.5610
H -2.65690 2.39319 0.34818 0.2047 -1.6857 -0.4412
H -0.01317 1.63376 -0.81551 -2.5795 1.2322 -2.4441
H 2.37091 1.98167 0.95133 -0.6811 0.4226 -0.6687
H 1.32652 3.34444 0.49775 -0.3395 0.2875 -0.0999
H 2.23761 2.40247 -0.79174 -0.5714 0.4043 1.1253
```
Forces are in eV/Å.

Entry 3:
Entry from OMol25: 3 unconnected molecules or ions with the total composition C34H24BFN2O5 in a non-equilibrium geometry (ωB97M-V with the def2-TZVPD basis set).

HOMO in eV: -9.77
Max |F| in eV/Å: 6.932
Kohn-Sham gap in eV: 8.754
LUMO level in Eh: -0.0373
SMILES string: CCB(O)[C@@H](C#N)[C@@H](F)C#N.O=C1c2ccccc2C(=O)c2ccccc21.O=C1c2ccccc2C(=O)c2ccccc21

The geometry in XYZ format:
```
67
Properties=species:S:1:pos:R:3:forces:R:3
C 1.71711 1.50943 -3.02307 -1.4070 0.3653 0.0769
C 1.67089 0.46618 -1.79173 0.0528 -0.1873 -0.6358
B 3.06845 0.26309 -0.99693 -1.0805 -1.9458 -0.0777
O 3.33987 -1.09975 -0.50343 0.7317 2.2684 -2.0707
C 4.21960 1.38984 -0.72565 1.6638 0.4375 0.0939
C 5.12995 1.66345 -2.04218 2.0539 -0.0760 -2.6590
N 5.86629 1.75479 -3.00595 -4.2430 -0.4516 5.4636
C 3.70512 2.75578 -0.05131 1.4528 1.5346 0.2963
F 2.41400 3.20729 -0.48961 2.3469 -1.3021 0.8957
C 3.81877 2.71234 1.56945 -1.0173 -1.5513 2.9259
N 3.81145 2.51883 2.76300 0.1960 1.1985 -6.2769
H 1.20651 2.49466 -2.68530 1.1768 -1.5041 -0.6771
H 2.75790 1.72024 -3.44854 -1.5100 -0.3450 0.6457
H 1.02688 1.09237 -3.85875 1.3900 0.7308 1.2848
H 1.36188 -0.55989 -2.22890 0.5258 1.4732 0.9743
H 0.83135 0.76196 -1.06016 1.2282 -0.4056 -0.9911
H 3.82736 -1.50644 -1.27298 -0.6021 0.0845 1.1688
H 4.96227 0.91781 0.03701 -1.1692 0.8819 -1.3339
H 4.45982 3.58102 -0.36745 -1.4636 -1.2849 0.6092
O -3.14157 2.46620 1.59771 0.0194 0.3221 -0.1625
C -3.09255 3.56731 1.07565 -0.0548 -0.9221 0.4369
C -4.32993 4.23422 0.61127 -0.3981 0.0784 -0.0806
C -5.56302 3.60475 0.79260 -0.2357 0.0681 -0.0413
C -6.73389 4.24185 0.39510 0.2207 -0.0164 0.0309
C -6.67844 5.50853 -0.18284 0.2401 0.0079 0.0046
C -5.45011 6.13079 -0.38080 -0.2671 -0.0453 -0.0022
C -4.27250 5.49182 0.01045 -0.4055 -0.0866 0.0342
C -2.96938 6.15403 -0.22057 0.0581 0.9380 -0.4875
O -2.91536 7.22900 -0.79504 -0.0190 -0.3378 0.1819
C -1.73463 5.49670 0.26137 0.3698 -0.0787 0.0770
C -0.50210 6.12826 0.08150 0.2768 -0.0539 0.0749
C 0.66043 5.53391 0.56078 -0.2807 0.0184 -0.0229
C 0.59700 4.30858 1.22119 -0.3782 0.0370 0.1113
C -0.62770 3.67006 1.38936 0.2923 0.0697 0.0039
C -1.79654 4.26081 0.90461 0.4228 0.1041 0.0127
H -5.61334 2.62008 1.24736 0.1819 0.1593 -0.0396
H -7.69218 3.75289 0.54094 0.1217 0.0479 -0.0109
H -7.59362 6.01045 -0.48128 0.1167 -0.0535 0.0239
H -5.41314 7.11576 -0.83644 0.1727 -0.1652 0.0696
H -0.44645 7.08559 -0.42801 -0.1903 -0.1467 0.0697
H 1.61726 6.02840 0.42334 -0.1170 -0.0444 0.0052
H 1.50239 3.85033 1.60328 -0.2446 0.1040 0.0561
H -0.66909 2.71365 1.90234 -0.1667 0.1407 -0.1039
O 0.44174 -7.94101 2.27144 0.0104 0.2614 -0.2501
C 0.50520 -7.03649 1.45585 -0.0401 -0.7537 0.7019
C -0.41351 -7.00579 0.29525 -0.3024 -0.1007 -0.2698
C -1.37246 -8.00984 0.14734 -0.1850 -0.0345 -0.1632
C -2.26529 -7.96692 -0.91845 0.1679 0.0776 0.1261
C -2.20522 -6.92226 -1.83854 0.1908 0.1019 0.1003
C -1.23973 -5.92989 -1.70376 -0.2069 -0.1487 -0.0963
C -0.33763 -5.97314 -0.63955 -0.3319 -0.2166 -0.1192
C 0.69729 -4.92274 -0.51466 0.1069 0.7617 -0.6889
O 0.79839 -4.05019 -1.36224 -0.0270 -0.2599 0.2270
C 1.60225 -4.94218 0.65557 0.3086 0.0820 0.2836
C 2.55913 -3.93603 0.80321 0.1511 0.0419 0.0629
C 3.39232 -3.92659 1.91689 -0.1640 -0.0993 -0.1149
C 3.27288 -4.92032 2.88645 -0.1817 -0.1227 -0.1251
C 2.32976 -5.93255 2.73498 0.1967 0.1511 0.0936
C 1.49534 -5.94851 1.61554 0.2842 0.2453 0.1801
H -1.42798 -8.82360 0.86401 0.1341 0.2058 -0.0132
H -3.01319 -8.74603 -1.02939 0.0941 0.0877 0.0252
H -2.91047 -6.88268 -2.66293 0.0942 0.0010 0.0897
H -1.19476 -5.12120 -2.42704 0.1399 -0.0687 0.1926
H 2.65432 -3.15550 0.05349 -0.2043 -0.2258 0.1662
H 4.13300 -3.14104 2.03177 -0.1056 -0.0701 -0.0380
H 3.91710 -4.90701 3.76031 -0.0842 -0.0197 -0.1000
H 2.24450 -6.70545 3.49304 -0.1069 0.0372 -0.2248
```
Forces are in eV/Å.

Entry 4:
Entry from OMol25: 9 unconnected molecules or ions with the total composition C27H72O9 in a non-equilibrium geometry (ωB97M-V with the def2-TZVPD basis set).

HOMO (spin up / spin down) in eV: -11.56 / -11.52
Max |F| in eV/Å: 3.392
Kohn-Sham gap (spin up / spin down) in eV: 9.646 / 3.058
LUMO level (spin up / spin down) in Eh: -0.0704 / -0.3108
Net charge: +1
Spin multiplicity: 2

The geometry in XYZ format:
```
108
Properties=species:S:1:pos:R:3:forces:R:3
C -0.53236 2.04409 8.02587 -1.6859 0.4878 0.5664
C -1.16595 2.18952 6.65438 1.7635 1.7555 0.3260
C -0.93445 3.58097 6.07358 -0.7564 0.5641 -0.2142
O -0.40180 1.35600 5.87774 0.4473 -2.0812 -2.3572
H -0.88415 2.90353 8.59656 0.1391 -0.2998 0.7411
H 0.55675 2.00013 8.02470 -0.1822 0.1930 -0.4145
H -0.92788 1.10119 8.40350 0.1695 0.0866 0.6538
H -2.21336 1.89849 6.57489 -0.2586 0.2386 0.4465
H -1.12145 3.59812 4.99988 -0.2254 -0.2034 -0.1269
H 0.07150 3.99247 6.15624 0.1428 -0.4312 0.4717
H -1.62389 4.29797 6.51934 0.0244 0.1016 0.1076
H -0.69628 0.46932 6.09839 0.3826 -0.3860 -0.1777
C 4.17314 -1.35341 0.95193 -0.7675 -0.0088 0.2351
C 5.42355 -1.18466 1.79391 -0.2754 -3.0214 0.1645
C 5.91822 -2.55784 2.37520 -0.4478 -0.4651 -0.5735
O 6.45984 -0.65580 1.02022 0.4344 1.3070 0.4470
H 4.20884 -2.00392 0.07806 0.6831 -0.3299 0.0323
H 3.82689 -0.40143 0.54949 -0.0647 0.2461 0.2809
H 3.40883 -1.78855 1.59581 -0.3300 0.1497 -0.0463
H 5.12932 -0.65562 2.70036 0.5939 1.1181 -0.4255
H 6.18771 -3.23128 1.56161 0.7063 0.2962 -0.3579
H 5.19207 -3.22678 2.83708 -0.6588 0.6705 0.4874
H 6.73606 -2.45692 3.08869 0.0951 0.1973 -0.2942
H 6.51057 -1.15137 0.19959 -0.0237 -0.1520 0.0156
C 1.12648 1.01652 0.16852 0.1945 0.0550 0.1851
C 0.49145 0.48634 1.47378 0.3244 1.9340 -0.6260
C 0.85330 1.45799 2.64790 -0.6770 -2.2875 -0.1888
O -0.95698 0.45238 1.17576 0.8676 0.4334 1.2461
H 2.02395 1.59824 0.37885 0.1771 -0.1312 0.0136
H 0.43053 1.69502 -0.32483 -0.0644 0.0789 0.0638
H 1.35305 0.26469 -0.58747 -0.0860 -0.1850 0.1939
H 0.78355 -0.53634 1.71233 0.1173 0.0751 0.0520
H 1.92397 1.40583 2.84548 0.1301 0.4258 -0.5445
H 0.47631 0.96637 3.54473 -0.5550 0.6476 0.2373
H 0.48193 2.47328 2.50872 0.1110 -0.0547 0.0390
H -0.91416 -0.24193 0.51417 -0.8762 -0.4895 -0.6701
C 4.24829 -0.02103 -3.73343 0.4833 -0.4192 0.4150
C 3.97939 1.42143 -3.34799 0.1128 0.2883 -1.4972
C 3.78567 2.36056 -4.55068 -0.2760 -0.8384 0.2127
O 2.77945 1.46949 -2.59813 0.2781 0.2930 0.5190
H 3.46375 -0.49435 -4.32382 0.0231 0.1914 -0.1187
H 4.35090 -0.58129 -2.80408 -0.3159 -0.2086 0.2475
H 5.23285 -0.18496 -4.17146 -0.0913 0.3049 -0.5023
H 4.86328 1.74914 -2.80078 -0.1701 0.2974 0.4939
H 4.62963 2.20050 -5.22167 -0.0451 0.4611 -0.0814
H 3.60325 3.40265 -4.28825 0.5575 -0.0096 0.2192
H 2.87112 2.07542 -5.07067 0.1450 -0.3029 -0.1848
H 2.96256 1.02465 -1.76736 -0.2614 -0.0602 0.2347
C -3.56140 -2.69829 1.02206 -1.1894 -1.0402 -0.3950
C -3.15408 -4.09025 0.46673 -0.0143 -0.1423 1.2665
C -4.30761 -5.07602 0.15596 1.1085 0.9198 -0.7178
O -2.29440 -3.92072 -0.61793 0.9834 0.8336 -1.6065
H -4.21714 -2.12082 0.37042 0.0379 -0.1758 -0.4412
H -2.76724 -2.01816 1.33003 0.2493 -0.5045 0.1370
H -4.21729 -3.00101 1.83831 0.2031 0.5244 0.5627
H -2.50258 -4.50617 1.23527 -0.2390 -0.3334 0.4341
H -3.90980 -6.01784 -0.22195 0.2702 -0.2136 0.4980
H -4.76214 -4.67338 -0.74923 -0.8990 0.1913 0.3083
H -4.96299 -5.25650 1.00802 -0.1101 0.1806 -0.3209
H -2.32267 -4.54702 -1.34494 -0.4481 -0.3504 0.2982
C -0.01172 2.96430 -4.83950 -0.6638 -0.2216 -1.1757
C -0.45710 1.58109 -4.28195 2.2182 0.5056 -0.1509
C 0.30911 0.46067 -5.10610 -0.8343 0.8636 0.0954
O 0.04064 1.58677 -2.92542 -1.1042 -0.6651 -0.4815
H 1.06826 2.99967 -4.98267 0.0295 -0.0366 0.4586
H -0.34381 3.85127 -4.29996 0.0259 -0.3777 0.5466
H -0.38104 3.14716 -5.84859 -0.2610 -0.2651 -0.2510
H -1.53901 1.44853 -4.28459 0.1417 -0.0387 0.1283
H 0.03537 -0.56990 -4.88008 -0.3657 0.1343 0.0517
H 1.39000 0.50800 -4.97365 -0.0183 0.3148 0.3203
H 0.14917 0.66738 -6.16430 -0.1678 -0.2605 -0.1188
H 0.98590 1.61327 -3.09093 0.6142 0.0193 0.6799
C 1.33743 -3.72143 -0.33197 -0.0261 0.0351 0.5547
C 0.82617 -2.46980 -1.00739 2.3894 -0.2733 -1.0909
C 0.63482 -2.57883 -2.51501 -0.3422 -0.5214 -0.0742
O -0.30474 -2.06710 -0.37537 -1.6860 1.7963 0.9513
H 2.35616 -3.96513 -0.63345 -0.2332 -0.4466 -0.2029
H 0.60105 -4.52302 -0.38941 0.2843 -0.3812 -0.5685
H 1.35837 -3.52020 0.73909 0.2476 0.2038 0.1254
H 1.59526 -1.71619 -0.83811 0.0248 0.2845 0.0902
H 0.25814 -1.66967 -2.98366 0.1708 0.2510 0.2700
H -0.12760 -3.33576 -2.69908 -0.0835 -0.2522 -0.1351
H 1.53487 -2.89233 -3.04390 0.0885 0.0355 0.1088
H -0.95707 -2.76436 -0.47486 -0.8059 -0.4431 0.0369
C -3.10976 2.36618 2.94628 1.0517 -0.4364 0.4168
C -3.15274 3.23741 1.70985 -0.8446 -1.0593 -0.0366
C -2.41012 4.51193 2.01943 1.8950 2.6801 -0.8543
O -2.59646 2.60531 0.56512 -1.6978 1.9475 0.9079
H -3.24495 1.31479 2.69252 -0.7745 0.0728 0.2561
H -3.78103 2.85182 3.65456 -0.4476 -0.5571 -0.0714
H -2.15083 2.37674 3.46441 0.3206 0.1601 -0.2080
H -4.19682 3.48844 1.52280 0.0982 0.1871 -0.7742
H -2.80892 5.02998 2.89160 -0.4092 -0.3822 -0.0670
H -2.37247 5.19754 1.17290 -1.0445 0.0580 -0.2121
H -1.32785 4.51390 2.14901 0.1207 -1.2764 0.5643
H -1.94325 2.03235 0.97333 2.1182 -2.1588 -0.1640
C -4.76749 -0.47892 -2.11450 0.5910 1.2380 0.3088
C -3.35758 -0.94671 -2.37135 0.2500 -2.2273 1.1497
C -3.04764 -1.42138 -3.75816 -0.0089 -0.3241 -1.2638
O -2.37549 -0.06916 -1.91484 -0.0721 2.0676 0.4408
H -4.78131 0.01244 -1.14163 0.0407 0.0025 0.2115
H -5.45160 -1.32253 -2.02274 -0.0764 0.1640 -0.6018
H -5.03211 0.30858 -2.82013 -0.5507 -0.2987 -0.2397
H -3.25888 -1.79647 -1.69588 -0.0862 -0.6048 -0.0950
H -3.92991 -1.71859 -4.32504 -0.1900 0.2094 0.0249
H -2.40652 -2.30133 -3.81046 0.2078 -0.0308 0.4088
H -2.51504 -0.65146 -4.31643 -0.2104 0.1823 -0.0768
H -1.50600 -0.47353 -1.86925 0.1147 -0.2960 -0.1638
```
Forces are in eV/Å.

Entry 5:
Entry from OMol25: 2 unconnected molecules or ions with the total composition C11H16N3O3S in a non-equilibrium geometry (ωB97M-V with the def2-TZVPD basis set).

HOMO in eV: -5.24
Max |F| in eV/Å: 4.452
Kohn-Sham gap in eV: 8.117
LUMO level in Eh: 0.1055
Net charge: -1

The geometry in XYZ format:
```
34
Properties=species:S:1:pos:R:3:forces:R:3
N -3.55743 -3.27064 2.29403 -0.3924 -0.5678 0.3600
C -3.10611 -2.52590 1.55416 1.3284 2.2876 -1.6407
C -2.44498 -1.41632 0.67530 -0.4099 -0.0997 0.2748
C -3.49858 -0.39254 0.09820 -1.0856 -0.1016 0.1179
C -4.29105 -0.87964 -1.16347 0.1180 0.3619 -0.4062
N -4.98822 -1.94667 -1.26106 0.6481 0.9268 0.8283
C -1.46283 -2.04603 -0.38814 -0.4177 -2.3750 0.5948
S -0.03200 -2.77018 0.59318 0.2414 -0.3638 -0.1423
C -2.06917 -3.27304 -1.14351 0.7644 3.3746 0.6945
N -2.55403 -3.96279 -1.91668 -0.1394 -0.9446 -0.1174
C -0.80507 -0.97942 -1.36727 0.8020 2.7868 -3.3784
O 0.43900 -0.92582 -1.41229 -0.3762 -1.0737 1.4415
O -1.49596 -0.20576 -2.13424 -0.7010 -2.1978 2.4527
H -1.79442 -0.83117 1.38803 -0.6144 -0.7465 -0.6898
H -3.04093 0.60547 -0.11245 -0.0377 -1.1327 0.0476
H -4.26690 -0.21150 0.91208 0.7710 -0.2330 -0.7570
H -4.24450 -0.20949 -2.06632 0.0965 -0.6346 1.0076
H -4.92326 -2.44092 -0.35878 -0.1523 -0.1836 -0.3346
H -0.45510 -4.03720 0.94261 -0.3848 0.9610 -0.3403
C 1.50754 2.02660 -0.34541 0.1794 -0.0179 0.0760
C 2.38106 3.09937 0.28209 -0.2089 -0.1490 -0.1624
O 3.07369 2.66315 1.44470 0.0948 0.1847 0.2615
C 3.96427 1.57304 1.27020 -0.0789 -0.0790 -0.0954
C 5.07732 1.84952 0.27379 0.0328 0.1184 -0.0881
H 0.77714 1.65727 0.37815 0.0196 0.0161 -0.0844
H 0.97386 2.42681 -1.20940 -0.0078 -0.0673 0.0458
H 2.09043 1.17054 -0.68448 -0.1285 -0.0058 -0.1023
H 1.74810 3.93252 0.59593 0.1448 -0.0122 0.1984
H 3.08785 3.50711 -0.44915 0.0347 -0.0369 -0.0451
H 3.40776 0.67071 0.99662 0.0374 0.0072 -0.1013
H 4.40650 1.37835 2.25011 -0.1296 0.1396 0.0333
H 4.69057 2.04535 -0.72736 -0.0006 -0.1135 0.0072
H 5.75157 0.99256 0.21126 -0.0388 0.0237 0.0199
H 5.65389 2.72663 0.57956 -0.0090 -0.0523 0.0239
```
Forces are in eV/Å.

> Which of these has the highest max |F|?

C34H24BFN2O5

> Which of these has the highest max |F|?

C34H24BFN2O5

> Which value of max |F| does entry 4 give?

3.392 eV/Å

> Among the records above, which one has the lowest max |F|?

C27H72O9